Record 1
{"formula": "C3H6N4O", "method": "ωB97M-V/def2-TZVPD", "fmax_ha_per_bohr": 0.1549, "homo_energy_ev": -9.82, "total_energy_ev": -11210.25854, "e_above_lowest_ev": 6.518, "symbols": ["C", "C", "C", "H", "H", "H", "H", "H", "H", "N", "N", "N", "N", "O"], "positions_angstrom": [[0.6062, 1.5163, 1.2581], [-0.4413, -0.7616, 0.7483], [-0.5112, -1.4492, -1.4719], [1.9484, 2.1915, -0.0139], [0.1125, 2.8241, 1.9295], [-1.0887, 0.4749, 2.4378], [0.8327, 0.1227, -0.5380], [-1.2543, -2.1522, -0.9825], [0.0237, -0.6616, -3.1468], [1.4414, 1.3833, 0.2284], [0.1031, 0.1585, 1.6682], [0.3553, -0.8506, -0.4593], [-0.6182, -1.5255, -2.8408], [-1.5097, -1.2706, 1.1829]]}

Record 2
{"formula": "C3H6N4O", "method": "ωB97M-V/def2-TZVPD", "fmax_ha_per_bohr": 0.0177, "homo_energy_ev": -7.28, "total_energy_ev": -11211.66087, "e_above_lowest_ev": 5.116, "symbols": ["C", "C", "N", "N", "C", "N", "N", "O", "H", "H", "H", "H", "H", "H"], "positions_angstrom": [[0.1288, -0.3694, -0.8318], [0.5912, 0.4218, 1.2746], [-0.1923, 0.8255, -1.4787], [0.3362, -1.4685, -1.6488], [0.7575, 1.3036, 2.2285], [-1.2848, -0.5832, 0.5727], [0.8939, -0.3276, 0.3034], [-1.7336, -1.6115, 0.9022], [0.3782, -2.3375, -1.1353], [-0.3781, 1.5758, -0.8257], [-0.9321, 0.7467, -2.1631], [-0.2428, -1.5224, -2.4723], [0.0519, 1.3925, 3.0416], [1.6260, 1.9540, 2.2329]]}

Record 3
{"formula": "C3H6N4O", "method": "ωB97M-V/def2-TZVPD", "fmax_ha_per_bohr": 0.0990, "homo_energy_ev": -8.30, "total_energy_ev": -11207.33538, "e_above_lowest_ev": 9.441, "symbols": ["C", "C", "C", "H", "H", "H", "H", "H", "H", "N", "N", "N", "N", "O"], "positions_angstrom": [[-0.3579, -0.1342, -0.2820], [0.3436, -1.4622, 0.1573], [1.6282, -1.2060, 0.2220], [-3.2433, 0.4093, 0.9444], [-2.0668, -1.5180, 0.3885], [-0.0987, -2.5974, 0.2785], [2.3872, -1.8886, 0.6880], [2.8590, 0.3408, -0.6580], [-0.3449, 1.3348, 1.2108], [-2.6500, -0.5574, -0.0665], [-1.6047, 0.3326, -0.3667], [1.9648, 0.1634, -0.1573], [0.7674, 0.9001, -0.4582], [0.1851, 1.8578, 0.4881]]}

Record 4
{"formula": "C3H6N4O", "method": "ωB97M-V/def2-TZVPD", "smiles": "[H]/N=C1/CO/C(=N/[H])NN1", "fmax_ha_per_bohr": 0.1521, "homo_energy_ev": -9.24, "total_energy_ev": -11211.52036, "e_above_lowest_ev": 5.256, "symbols": ["H", "N", "C", "C", "O", "C", "N", "H", "N", "N", "H", "H", "H", "H"], "positions_angstrom": [[2.9922, 0.6179, -0.2122], [2.5808, -0.3089, -0.3436], [1.3111, -0.2312, -0.2361], [0.3615, -1.2302, 0.1198], [-1.1016, -1.3112, -0.1398], [-1.6359, -0.2176, -0.0119], [-2.7694, -0.0809, -0.5393], [-2.8103, 0.8792, -0.2528], [-0.7284, 0.8448, 0.4476], [0.5214, 0.9383, -0.3645], [0.7686, -1.0484, 1.3435], [0.5207, -2.2775, -0.0439], [-1.2036, 1.7770, 0.2887], [1.1929, 1.6485, -0.0554]]}

Record 5
{"formula": "C3H6N4O2", "method": "ωB97M-V/def2-TZVPD", "fmax_ha_per_bohr": 0.0864, "multiplicity": 3, "homo_energy_ev": [-7.11, -10.59], "total_energy_ev": -13257.36580, "e_above_lowest_ev": 0.427, "symbols": ["C", "C", "C", "N", "N", "N", "N", "O", "O", "H", "H", "H", "H", "H", "H"], "positions_angstrom": [[1.6263, -0.5091, -0.4980], [-0.4026, 0.0880, -0.1937], [0.2183, -0.6481, -2.4975], [1.4947, -0.3312, 0.7511], [0.2123, 0.0771, 0.9803], [0.4528, -0.3399, -1.1634], [-1.8159, 1.3516, 3.6870], [-1.0124, 1.9060, 2.8096], [-1.8325, 0.1485, 3.6297], [2.4315, -1.0125, -0.9533], [-0.4852, 1.2926, 2.3021], [-1.3725, 0.2864, -0.4006], [0.2979, -1.7066, -2.6134], [-0.8235, -0.2821, -2.6790], [1.0108, -0.3205, -3.1608]]}

Record 6
{"formula": "C3H6N4OS", "method": "ωB97M-V/def2-TZVPD", "fmax_ha_per_bohr": 0.0957, "homo_energy_ev": [-9.73, -9.47], "total_energy_ev": -22044.33693, "e_above_lowest_ev": 4.966, "symbols": ["C", "C", "C", "N", "N", "N", "N", "O", "S", "H", "H", "H", "H", "H", "H"], "positions_angstrom": [[-0.0891, 0.0042, 0.1661], [2.3211, -0.6776, 0.3352], [1.2968, 0.4379, 0.5973], [-0.6246, -1.3122, 0.1173], [-1.0679, 0.8015, -0.2001], [-1.7958, -1.1843, -0.2198], [-2.1022, 0.0701, -0.4373], [1.6883, 1.6003, -0.0572], [-5.0861, 0.2209, -0.6985], [1.8336, -1.5447, 0.2515], [3.0077, -0.6053, 1.1314], [2.9012, -0.4677, -0.6079], [1.2622, 0.4752, 1.6727], [0.8125, 1.9266, -0.2369], [-4.3576, 0.2552, -1.8137]]}

Record 7
{"formula": "C3H6N4S", "method": "ωB97M-V/def2-TZVPD", "fmax_ha_per_bohr": 0.1050, "homo_energy_ev": -9.34, "total_energy_ev": -19998.34038, "e_above_lowest_ev": 5.996, "symbols": ["C", "C", "C", "H", "H", "H", "H", "H", "H", "N", "N", "N", "N", "S"], "positions_angstrom": [[-0.4892, 1.2770, 0.0364], [0.3892, -1.1541, -0.2051], [2.3722, 0.1329, 0.4395], [-2.4782, -0.0423, 1.3975], [0.6575, 1.7555, 0.3179], [-2.6859, 1.5712, -0.6080], [-0.0026, -2.0324, -0.6925], [2.0868, 0.5819, 1.3746], [3.5012, 0.1529, -1.2188], [-0.6340, -0.2199, -0.0169], [-1.5025, 2.1530, -0.1704], [1.6046, -1.0967, 0.0414], [3.4906, 0.4755, -0.1899], [-2.2139, -0.7940, 0.0097]]}

Record 8
{"formula": "C3H6N4S", "method": "ωB97M-V/def2-TZVPD", "smiles": "C=NC(N)=S.N=C=N", "fmax_ha_per_bohr": 0.1134, "homo_energy_ev": -7.82, "total_energy_ev": -20000.94663, "e_above_lowest_ev": 3.390, "symbols": ["C", "N", "C", "N", "S", "H", "H", "H", "H", "N", "C", "N", "H", "H"], "positions_angstrom": [[-0.9756, -1.3842, 1.4038], [-0.7196, -0.4015, 0.6554], [-1.4387, 0.1425, -0.3566], [-0.7811, 0.6305, -1.3969], [-3.1092, 0.2523, -0.1734], [-1.8665, -2.0025, 1.3877], [-0.3931, -1.5278, 2.2182], [0.1797, 0.7207, -1.2488], [-1.1825, 0.9998, -2.2519], [2.2401, 1.4143, -0.8931], [1.9183, 0.4281, -0.2194], [1.4823, -0.4600, 0.4488], [2.4913, 2.2313, -0.5195], [2.1548, -1.0436, 0.9458]]}

Record 9
{"formula": "C3H6N5O2", "method": "ωB97M-V/def2-TZVPD", "smiles": "NC(N)=[NH+]NC(=O)N=C=O", "charge": 1, "fmax_ha_per_bohr": 0.1576, "homo_energy_ev": -14.64, "total_energy_ev": -14745.82970, "e_above_lowest_ev": 0.000, "symbols": ["N", "C", "N", "N", "N", "C", "O", "N", "C", "O", "H", "H", "H", "H", "H", "H"], "positions_angstrom": [[-2.1142, -1.2980, -0.4414], [-1.3394, -0.2706, 0.0584], [-1.0869, -0.1129, 1.3599], [-0.7219, 0.6042, -0.7606], [0.1692, 1.5633, -0.2567], [1.5595, 1.1482, 0.1438], [2.2978, 2.0660, 0.4482], [2.0570, -0.2163, 0.1769], [2.8534, -1.0165, -0.1891], [3.5816, -1.8635, -0.3996], [-2.0668, -2.0830, 0.1226], [-2.4589, -1.3321, -1.4270], [-1.6724, -0.7493, 1.8198], [-0.4634, 0.6136, 1.4642], [-0.7446, 0.4416, -1.7993], [0.1500, 2.5055, -0.3199]]}

Record 10
{"formula": "C3H6N5O2", "method": "ωB97M-V/def2-TZVPD", "smiles": "Cn1c[n+](N[N+](=O)[O-])cn1", "charge": 1, "fmax_ha_per_bohr": 0.0653, "homo_energy_ev": -15.35, "total_energy_ev": -14740.89389, "e_above_lowest_ev": 4.936, "symbols": ["C", "N", "C", "N", "N", "N", "O", "O", "C", "N", "H", "H", "H", "H", "H", "H"], "positions_angstrom": [[1.6534, -0.9179, 0.1127], [0.5505, -0.0079, 0.2462], [-0.5650, -0.3634, -0.3010], [-1.4528, 0.6757, -0.1461], [-2.7885, 0.6703, -0.4986], [-3.6781, -0.2854, 0.0808], [-3.1459, -1.3060, 0.4510], [-4.7745, 0.0680, 0.1134], [-0.6695, 1.7411, 0.3651], [0.5336, 1.3079, 0.5553], [2.0435, -1.1495, -0.8405], [2.4302, -0.5228, 0.7850], [1.3416, -1.8707, 0.3735], [-0.8247, -1.2966, -0.8182], [-2.9719, 1.4820, -1.0475], [-1.1269, 2.7480, 0.4995]]}

Record 11
{"formula": "C3H6N6", "method": "ωB97M-V/def2-TZVPD", "smiles": "Nn1cnnc[nH]nc1", "fmax_ha_per_bohr": 0.1220, "homo_energy_ev": -8.26, "total_energy_ev": -12143.47091, "e_above_lowest_ev": 7.223, "symbols": ["N", "N", "C", "N", "N", "C", "N", "N", "C", "H", "H", "H", "H", "H", "H"], "positions_angstrom": [[2.4467, 0.0656, 0.1158], [1.0335, -0.0456, 0.1258], [0.6348, -1.1280, -0.4700], [-0.5190, -1.5980, -0.3638], [-1.5354, -1.3960, 0.4425], [-2.2186, -0.2894, 0.3656], [-1.8719, 0.7381, -0.5395], [-0.7544, 1.5965, -0.2465], [0.4411, 1.3139, 0.1461], [2.9013, -0.3756, 1.0108], [2.8592, -0.3941, -0.6915], [1.3535, -1.8541, -0.9833], [-3.1815, -0.2264, 0.8928], [-2.6650, 1.4816, -0.5217], [1.0758, 2.1115, 0.7172]]}

Record 12
{"formula": "C3H6NO", "method": "ωB97M-V/def2-TZVPD", "charge": 1, "fmax_ha_per_bohr": 0.1237, "homo_energy_ev": -15.55, "total_energy_ev": -6735.65336, "e_above_lowest_ev": 2.324, "symbols": ["C", "C", "C", "N", "O", "H", "H", "H", "H", "H", "H"], "positions_angstrom": [[1.4249, 0.4943, 0.1055], [-0.8116, -0.0512, -0.7298], [-0.0602, 0.4826, 0.3888], [-0.5818, -0.8799, 0.4571], [1.9877, -0.5172, 0.0481], [1.8216, 1.7572, -0.3231], [-1.7953, 0.2202, -1.0259], [-0.3612, -0.2448, -1.7040], [-0.6506, 1.2870, 1.0612], [-1.3041, -1.1627, 1.2632], [0.3305, -1.3856, 0.4590]]}

Record 13
{"formula": "C3H6NO", "method": "ωB97M-V/def2-TZVPD", "smiles": "O=C1C[NH2+]C1", "charge": 1, "fmax_ha_per_bohr": 0.0962, "homo_energy_ev": -15.11, "total_energy_ev": -6736.14868, "e_above_lowest_ev": 1.828, "symbols": ["O", "C", "C", "N", "C", "H", "H", "H", "H", "H", "H"], "positions_angstrom": [[0.9771, -1.3580, 1.8205], [0.3888, -0.7331, 1.0135], [1.0142, -0.0923, -0.5620], [-0.3227, 0.7683, -0.4700], [-0.8667, -0.1246, 0.6077], [1.9827, 0.4686, -0.8993], [0.8719, -0.8248, -1.2704], [-0.0268, 1.6934, -0.1304], [-0.9939, 0.8376, -1.3695], [-1.2933, -0.9352, 0.0451], [-1.7313, 0.3001, 1.2148]]}

Record 14
{"formula": "C3H6NO2", "method": "ωB97M-V/def2-TZVPD", "smiles": "NCCC(=O)[O-]", "charge": -1, "fmax_ha_per_bohr": 0.0171, "homo_energy_ev": -3.86, "total_energy_ev": -8794.74835, "e_above_lowest_ev": 0.469, "symbols": ["N", "C", "C", "C", "O", "O", "H", "H", "H", "H", "H", "H"], "positions_angstrom": [[-1.8397, 1.6587, -0.6868], [-0.6574, 1.1687, 0.0048], [-0.5502, -0.3346, -0.0446], [0.8752, -0.8698, 0.2659], [1.8295, -0.0756, 0.1226], [0.9160, -2.0568, 0.6654], [-2.4125, 0.9474, -1.1144], [-1.7201, 2.4393, -1.3072], [-0.6745, 1.5018, 1.0467], [0.2868, 1.4972, -0.4337], [-1.2325, -0.8568, 0.6240], [-0.7556, -0.6251, -1.0804]]}

Record 15
{"formula": "C3H6NO2", "method": "ωB97M-V/def2-TZVPD", "charge": -1, "fmax_ha_per_bohr": 0.0777, "homo_energy_ev": -2.95, "total_energy_ev": -8790.47368, "e_above_lowest_ev": 4.743, "symbols": ["C", "C", "C", "N", "O", "O", "H", "H", "H", "H", "H", "H"], "positions_angstrom": [[1.1276, 0.4348, 0.9416], [-0.8462, -1.2467, 0.5867], [0.5454, -0.5607, 0.2504], [-0.2231, 1.1959, -1.7518], [0.6518, 2.0926, -1.9381], [-1.4219, 1.5266, -1.9949], [0.8607, 0.7773, 1.9202], [-1.5009, -0.7001, -0.0292], [-1.2306, -1.1765, 1.7230], [-0.8971, -2.2470, 0.2935], [0.8408, -0.8105, -0.7460], [2.0934, 0.7143, 0.7446]]}

Record 16
{"formula": "C3H6NO2", "method": "ωB97M-V/def2-TZVPD", "charge": -1, "fmax_ha_per_bohr": 0.0569, "homo_energy_ev": -4.27, "total_energy_ev": -8793.25655, "e_above_lowest_ev": 1.960, "symbols": ["C", "C", "N", "H", "H", "H", "H", "H", "O", "C", "O", "H"], "positions_angstrom": [[-0.0788, -0.9066, -3.1225], [-0.3125, 0.1408, -2.2320], [0.5012, 0.7432, -1.2543], [0.9404, -0.9507, -3.5709], [-0.7858, -1.6879, -3.3900], [-1.4262, 0.5075, -2.1254], [1.4525, 0.4503, -1.2384], [-0.0375, 0.7095, -0.3864], [0.9576, -0.0646, 2.8043], [-0.2599, -0.0997, 2.4808], [-0.7818, 0.2451, 1.4032], [-1.1512, -0.4820, 3.0726]]}

Record 17
{"formula": "C3H6NO2", "method": "ωB97M-V/def2-TZVPD", "charge": -1, "fmax_ha_per_bohr": 0.0490, "homo_energy_ev": [-3.21, -3.21], "total_energy_ev": -8788.22758, "e_above_lowest_ev": 6.989, "symbols": ["C", "C", "C", "N", "O", "O", "H", "H", "H", "H", "H", "H"], "positions_angstrom": [[0.3097, 1.3118, -0.6185], [-1.1005, -0.5366, 0.5283], [-0.7395, 0.2378, -0.7104], [2.0520, -0.1479, 0.1650], [2.9597, 0.3000, 0.8085], [2.0349, -1.3581, -0.0978], [0.3111, 1.9319, 0.2881], [-1.7814, 0.0951, 1.0830], [-0.1847, -1.0021, 1.0381], [-1.8077, -1.3397, 0.2552], [-1.6260, 0.8540, -1.0628], [-0.4276, -0.3463, -1.6769]]}

Record 18
{"formula": "C3H6NO2", "method": "ωB97M-V/def2-TZVPD", "charge": 1, "fmax_ha_per_bohr": 0.0598, "homo_energy_ev": -15.34, "total_energy_ev": -8783.49626, "e_above_lowest_ev": 2.485, "symbols": ["C", "C", "C", "N", "O", "O", "H", "H", "H", "H", "H", "H"], "positions_angstrom": [[-1.9378, 1.0734, -0.5994], [2.2355, 0.1210, 0.0655], [-0.5796, -0.5415, 0.5891], [-1.5687, 0.0250, -0.0567], [-0.0179, -1.7079, 0.3462], [1.0761, 0.5899, 0.1686], [-3.0396, 1.1424, -0.8345], [2.5941, -0.9213, 0.2931], [2.9586, 0.7997, -0.3694], [-1.2329, 1.8665, -0.6867], [-0.6823, -0.3620, 1.6384], [0.1944, -2.0852, -0.5541]]}

Record 19
{"formula": "C3H6NO2", "method": "ωB97M-V/def2-TZVPD", "smiles": "CO[N+]1=C(O)C1", "charge": 1, "fmax_ha_per_bohr": 0.0890, "homo_energy_ev": -15.04, "total_energy_ev": -8780.49433, "e_above_lowest_ev": 5.487, "symbols": ["C", "O", "N", "C", "O", "C", "H", "H", "H", "H", "H", "H"], "positions_angstrom": [[1.8976, -0.6816, -0.2493], [0.5197, -0.8629, -0.6415], [-0.3582, -0.1088, -0.0351], [-1.6086, 0.1146, -0.0610], [-2.8410, -0.0983, -0.1953], [-0.4756, 1.1481, 0.6098], [2.2472, -1.6158, -0.1187], [1.8722, -0.1459, 0.7542], [2.5420, -0.1126, -0.9465], [-3.1954, -0.8154, -0.7417], [-0.5326, 2.0488, -0.0631], [-0.0673, 1.1298, 1.6883]]}